{"formula": "C20H24FN3O3S", "method": "ωB97M-V/def2-TZVPD", "homo_energy_ev": -7.68, "gap_ev": 8.282, "e_tot_ev": -45294.92662, "de_lowest_kcal_mol": 7.6, "smiles": "Cc1cccc(N(CC(=O)N2CCN(c3ccccc3F)CC2)S(C)(=O)=O)c1", "symbols": ["C", "C", "C", "C", "C", "C", "N", "C", "C", "O", "N", "C", "C", "N", "C", "C", "C", "C", "C", "C", "F", "C", "C", "S", "C", "O", "O", "C", "H", "H", "H", "H", "H", "H", "H", "H", "H", "H", "H", "H", "H", "H", "H", "H", "H", "H", "H", "H", "H", "H", "H", "H"], "xyz": [[-4.199, -3.277, -1.660], [-4.163, -2.185, -0.635], [-5.134, -2.091, 0.354], [-5.076, -1.080, 1.297], [-4.061, -0.141, 1.261], [-3.084, -0.224, 0.275], [-2.013, 0.687, 0.183], [-1.584, 1.374, 1.384], [-0.250, 2.094, 1.162], [-0.229, 3.315, 1.163], [0.856, 1.342, 1.080], [0.912, -0.095, 0.929], [1.471, -0.437, -0.466], [2.759, 0.176, -0.688], [3.923, -0.468, -0.314], [3.932, -1.670, 0.408], [5.102, -2.338, 0.713], [6.329, -1.835, 0.321], [6.362, -0.656, -0.404], [5.187, -0.007, -0.717], [5.302, 1.119, -1.471], [2.627, 1.616, -0.583], [2.130, 1.987, 0.821], [-1.904, 1.617, -1.221], [-2.648, 3.214, -0.824], [-2.685, 0.982, -2.237], [-0.509, 1.803, -1.494], [-3.133, -1.256, -0.654], [-5.140, -3.818, -1.621], [-3.387, -3.983, -1.487], [-4.070, -2.859, -2.656], [-5.938, -2.811, 0.388], [-5.833, -1.015, 2.064], [-4.038, 0.649, 1.997], [-2.298, 2.147, 1.701], [-1.490, 0.643, 2.193], [-0.075, -0.539, 1.037], [1.577, -0.489, 1.708], [1.531, -1.516, -0.605], [0.785, -0.022, -1.210], [3.002, -2.098, 0.747], [5.050, -3.259, 1.274], [7.244, -2.350, 0.565], [7.291, -0.233, -0.751], [3.567, 2.121, -0.783], [1.881, 1.942, -1.312], [1.983, 3.063, 0.905], [2.851, 1.650, 1.576], [-3.629, 3.034, -0.403], [-2.732, 3.744, -1.764], [-1.990, 3.742, -0.143], [-2.365, -1.310, -1.409]], "forces_ev_per_a": [[0.04, -0.01, 0.01], [0.04, 0.07, 0.05], [0.02, 0.05, 0.01], [-0.05, -0.02, 0.05], [0.17, 0.16, -0.01], [-0.52, -0.61, -0.04], [0.17, 0.58, -0.67], [0.12, 0.33, 0.25], [-0.06, 0.08, 0.65], [-0.09, 0.25, 0.03], [0.26, -0.04, 0.10], [0.03, -0.42, -0.19], [-0.25, -0.20, 0.21], [-0.07, 0.01, -0.51], [0.32, -0.14, 0.01], [-0.07, 0.13, -0.02], [0.14, -0.09, 0.03], [-0.03, -0.04, 0.01], [-0.14, 0.07, 0.00], [0.17, 0.03, 0.06], [-0.15, -0.17, 0.05], [0.00, 0.44, 0.36], [0.18, 0.37, -0.24], [-0.25, 0.31, -0.48], [0.42, -0.74, -0.04], [-0.33, 0.02, 0.12], [-0.02, 0.35, 0.19], [-0.18, -0.10, 0.18], [-0.04, -0.06, -0.04], [0.02, -0.09, -0.04], [-0.01, -0.04, -0.11], [-0.07, -0.08, -0.01], [-0.05, 0.00, 0.06], [0.01, 0.10, 0.07], [0.18, -0.12, 0.01], [-0.03, 0.02, -0.15], [0.03, 0.00, 0.07], [-0.11, -0.04, -0.05], [-0.02, 0.02, 0.00], [0.08, -0.18, 0.09], [-0.11, 0.02, 0.02], [-0.01, -0.07, 0.04], [0.09, -0.05, 0.02], [0.07, 0.08, -0.06], [-0.05, -0.06, -0.02], [0.15, 0.03, 0.04], [0.07, -0.12, 0.06], [-0.01, 0.05, -0.05], [-0.21, -0.04, 0.07], [0.00, 0.00, -0.22], [0.05, 0.03, 0.13], [0.08, -0.07, -0.08]]}